No. 1
Density functional theory data (ωB97M-V/def2-TZVPD) for a 2-piece molecular cluster, C9H12NO2 overall at a distorted geometry.

The energy above the lowest of the compared OMol25 structures with the same formula, charge and spin is 78.5 kcal per mole. The calculation puts the LUMO energy at 3.2 eV. The net charge is -1. The value obtained for the max |F| is 0.10674 hartree/bohr. The value obtained for the molecular weight is 166.20 g/mol. As for the HOMO-LUMO gap: 6.6 eV. Its HOMO energy is -3.46 eV.

```
24
C9H12NO2, DFT ωB97M-V/def2-TZVPD
C 1.68 2.18 -0.63
C 2.45 0.63 1.26
C 1.62 1.30 0.40
C -0.09 0.28 -0.14
C -1.00 -0.96 0.59
C 0.65 -0.30 -1.47
C -1.16 1.26 -0.54
C -1.77 -0.70 1.66
C -1.19 -2.12 -0.28
N 1.58 2.99 -1.47
O 3.61 1.06 1.40
O 1.97 -0.30 2.00
H 1.58 -0.93 -1.13
H 1.07 0.51 -2.07
H 0.06 -1.01 -2.04
H -0.67 1.99 -1.25
H -1.74 1.75 0.33
H -1.83 0.91 -1.31
H -2.58 -1.36 1.88
H -1.66 0.27 2.23
H 1.02 -0.29 1.95
H -0.21 -2.54 -0.54
H -1.71 -1.79 -1.13
H -1.67 -2.84 0.28
```

=====

No. 2
Density functional theory data (ωB97M-V/def2-TZVPD) for a 2-piece molecular cluster, C4H9NO3 overall at a distorted geometry.

The energy above the lowest of the compared OMol25 structures with the same formula, charge and spin is 126.1 kcal per mole. The calculation puts the LUMO energy (spin up / spin down) at 0.2 / 0.5 eV. As for the SMILES: O=C=C(O)O.CCN. The value obtained for the max |F| is 0.09195 hartree/bohr. The value obtained for the molecular weight is 119.12 g/mol. As for the HOMO-LUMO gap (spin up / spin down): 7.3 / 7.6 eV. Its HOMO energy (spin up / spin down) is -7.07 / -7.12 eV.

```
17
C4H9NO3, DFT ωB97M-V/def2-TZVPD
O 3.00 -2.58 -0.97
C 2.14 -1.77 -0.85
C 1.93 -0.42 -0.52
O 1.48 0.39 -1.56
O 2.82 0.14 0.38
H 0.99 1.09 -1.07
H 3.52 0.54 -0.17
C -2.57 0.41 0.86
C -1.56 0.04 -0.21
N -0.04 0.18 0.40
H -2.42 1.43 1.22
H -3.58 0.37 0.44
H -2.53 -0.28 1.70
H -1.59 0.73 -1.05
H -1.67 -0.98 -0.57
H 0.06 1.13 0.74
H 0.01 -0.43 1.21
```